{"formula": "C27H31BN2O17P", "method": "ωB97M-V/def2-TZVPD", "multiplicity": 1, "charge": -1, "energy_ev": -76251.7567, "gap_ha": 0.1053, "lumo_ev": -0.095, "elements": ["H", "O", "C", "O", "C", "C", "C", "H", "C", "H", "H", "O", "C", "H", "C", "C", "P", "H", "H", "H", "H", "H", "C", "H", "H", "C", "O", "H", "H", "C", "H", "H", "C", "O", "H", "O", "H", "C", "H", "C", "C", "O", "C", "C", "O", "C", "H", "C", "N", "O", "H", "H", "H", "O", "C", "H", "H", "H", "H", "O", "H", "C", "O", "O", "H", "O", "C", "O", "C", "C", "H", "C", "B", "C", "N", "H", "O", "O", "C"], "positions_angstrom": [[3.1293, 0.4639, -0.9080], [-4.1736, 1.4706, -0.2981], [2.9017, -3.6530, -2.0815], [-5.5718, 2.4579, 1.6614], [-7.1011, 3.6645, 0.3091], [1.3655, 3.1917, -2.1615], [-7.4411, 3.9418, -0.9520], [-0.0004, -3.3869, 3.5741], [-5.1981, 2.2367, -0.6031], [-4.5709, 0.1394, 4.0777], [4.1152, -3.9984, -0.3144], [3.8090, -3.3917, -2.8528], [3.1005, -3.9953, -0.6840], [1.1927, -4.6673, 1.6564], [6.4791, 1.5615, -0.9070], [5.9255, 0.4930, -0.3272], [-3.2272, 0.2846, 3.4315], [-2.6559, -0.6038, 4.5091], [-2.9993, 1.4791, 4.3016], [0.8808, -1.4354, 2.2012], [-7.6335, 4.0652, 1.1599], [8.1334, 0.9176, -4.1659], [-0.3458, -0.1434, 3.3834], [-4.7515, -2.1112, 3.8447], [-4.2705, -3.2358, 2.6937], [-0.1186, 1.7964, -0.8493], [-7.0876, 3.6727, -3.2429], [-1.1514, 0.6540, 0.1961], [2.3132, -3.1263, -4.2029], [-5.9626, 2.7836, 0.5694], [-0.5272, -0.1821, 4.4500], [-0.2452, -2.2364, 4.7064], [5.9806, -0.8672, -0.9545], [1.3973, -3.2736, -3.8965], [-2.5530, -2.1750, 0.9228], [7.6880, 2.3434, -2.7746], [-0.5727, -3.8632, -2.2221], [6.6587, -1.0153, -2.2335], [6.4290, 2.5472, -0.4676], [0.6393, -4.2446, -0.4503], [1.0156, 0.8556, -0.5472], [3.6655, 2.5590, -2.4187], [1.4995, -3.6115, -2.6149], [2.4912, 2.2429, -1.8755], [7.8357, 0.0050, -3.9842], [-6.6930, 3.3766, -2.1243], [6.6738, -1.9974, -2.6846], [0.4411, -3.8923, -1.8490], [0.2984, -2.4750, 3.8896], [5.4195, -1.7701, -0.3697], [4.9689, -0.3478, 1.0240], [-0.7968, -1.8771, 2.1516], [-4.1228, 1.4031, 0.6926], [-8.4648, 4.7358, -1.2748], [2.3236, 1.1524, -1.1203], [-0.7503, 3.5739, -1.8314], [-1.2747, 1.6198, 2.7569], [-8.4782, 4.7534, -2.2512], [-5.0138, 2.1358, -2.7229], [2.1226, -4.5529, 1.3760], [-1.4357, 0.3446, 1.5821], [-1.4830, 0.5580, 2.6490], [-1.2840, 1.4757, -0.3202], [0.7968, -0.1101, 0.1522], [0.5285, 0.4838, 3.2451], [5.2763, 0.5591, 0.8266], [-0.0147, -1.5075, 2.8086], [1.6067, 4.1705, -2.8461], [0.0562, 2.8904, -1.6089], [7.2127, 0.0568, -2.8124], [-3.8183, 1.1717, 2.4129], [7.1598, 1.4205, -2.1828], [-3.6774, -1.2832, 2.3169], [-5.5520, 2.5225, -1.8695], [-4.5552, -2.2821, 2.8672], [3.5298, 3.3865, -2.9187], [-3.2602, -1.5182, 0.9789], [-0.2689, -4.5194, 0.3084], [2.0425, -4.2675, 0.0898]], "atomic_forces_ev_per_a": [[0.00, 0.01, 0.00], [-0.46, 0.25, 0.06], [0.28, -0.12, 0.58], [-0.44, 0.29, 0.42], [0.10, -0.07, 0.18], [-0.80, -0.02, 0.27], [-0.14, 0.10, 0.29], [-0.03, -0.24, 0.29], [0.48, -0.38, -0.23], [0.03, -0.03, 0.05], [-0.01, 0.04, 0.05], [-0.07, 0.06, -0.26], [0.25, 0.00, -0.31], [0.01, -0.02, 0.25], [0.23, 0.27, -0.21], [0.02, 0.33, 0.17], [-0.32, -0.06, 0.02], [0.01, -0.12, 0.04], [0.15, -0.06, 0.02], [0.09, 0.06, -0.28], [-0.02, 0.01, -0.01], [-0.01, 0.01, -0.01], [0.23, 0.41, -1.13], [-0.06, -0.15, 0.10], [-0.44, -0.17, -0.15], [-0.65, 0.08, 0.13], [-0.27, 0.22, -0.04], [-0.19, 0.05, 0.00], [0.01, 0.01, 0.00], [-0.27, 0.24, -0.16], [-0.27, -0.12, 0.33], [-0.25, -0.11, 0.05], [0.08, -0.03, -0.57], [0.20, 0.00, -0.03], [-0.29, 0.11, -0.11], [0.12, -0.07, -0.25], [0.00, 0.02, -0.02], [-0.07, -0.16, 0.18], [-0.02, 0.00, 0.01], [-0.21, 0.21, -0.62], [0.45, 0.03, -0.16], [0.04, 0.19, -0.17], [-0.32, 0.06, -0.11], [0.24, -0.34, 0.16], [0.08, 0.20, -0.01], [0.64, -0.47, -0.05], [-0.01, 0.00, -0.02], [-0.18, -0.10, 0.23], [0.06, 0.04, -0.46], [-0.09, -0.23, 0.30], [-0.04, 0.01, 0.02], [-0.39, 0.00, -0.01], [0.21, -0.14, 0.15], [0.00, 0.00, -0.16], [-0.07, -0.12, 0.09], [-0.04, -0.02, 0.04], [-0.32, 0.43, -0.12], [0.03, -0.03, -0.04], [0.02, -0.04, 0.02], [-0.16, -0.11, 0.00], [-0.28, -0.51, 0.50], [0.22, 0.30, 0.67], [0.64, 0.13, -0.61], [-0.10, -0.12, -0.10], [0.46, 0.10, 0.23], [-0.02, -0.22, 0.03], [0.55, -0.51, 0.85], [0.34, 0.10, -0.19], [0.43, 0.29, -0.30], [-0.07, -0.32, -0.09], [0.25, 0.26, -0.41], [-0.26, 0.18, 0.50], [-0.49, -0.55, -0.08], [-0.32, 0.26, -0.34], [0.77, 0.33, 0.19], [-0.12, 0.01, 0.05], [0.61, -0.04, 0.02], [0.03, -0.06, 0.31], [0.20, 0.19, -0.01]]}